81
Properties=species:S:1:pos:R:3 method="wB97M-V/def2-TZVPD" gap_ev="3.877 / 3.832" relative_energy_ev=0.942 charge=+2 max_force_ha_per_bohr=0.044
Pb 3.211 -0.850 -1.436
C -1.360 -1.259 0.709
C -1.574 -0.007 0.067
C -1.033 -1.533 -1.555
C -1.062 -2.207 -0.307
C -1.360 -0.177 -1.324
C -1.508 -1.538 2.148
H -2.188 -0.814 2.616
H -0.554 -1.471 2.694
H -1.911 -2.551 2.307
C -0.881 -3.647 -0.083
H -0.084 -3.842 0.644
H -0.634 -4.165 -1.016
H -1.796 -4.097 0.320
C -0.793 -2.165 -2.876
H -1.687 -2.652 -3.302
H -0.021 -2.941 -2.791
H -0.467 -1.408 -3.600
C -1.565 0.865 -2.351
H -2.633 0.940 -2.615
H -1.015 0.635 -3.269
H -1.243 1.852 -1.991
C -2.102 1.214 0.708
H -3.000 1.592 0.192
H -1.363 2.027 0.676
H -2.363 1.046 1.759
C 1.575 2.415 2.488
C 0.325 2.625 2.907
C -0.504 3.849 2.638
C -0.077 4.729 1.443
C -0.245 4.083 0.097
C 0.670 3.425 -0.634
C 1.836 2.661 -0.096
C 2.323 3.038 1.330
H -0.535 4.511 3.529
H 0.919 5.133 1.641
H -1.534 3.508 2.481
H 2.445 4.121 1.409
H 2.085 1.527 2.870
H -0.139 1.892 3.587
H 3.351 2.649 1.424
H 1.644 1.575 -0.153
H 0.592 3.426 -1.725
H 2.687 2.868 -0.774
H -0.763 5.583 1.469
H -1.232 4.268 -0.358
P 4.891 3.486 -1.783
P 4.557 3.158 -4.709
C 6.197 4.391 -2.803
C 6.176 3.986 -4.264
H 7.176 4.171 -2.364
H 6.028 5.471 -2.727
H 6.307 4.858 -4.918
H 6.974 3.265 -4.497
C 5.027 3.147 -6.515
H 4.153 2.876 -7.122
H 5.820 2.400 -6.655
H 5.401 4.135 -6.819
C 3.605 4.762 -4.821
H 4.239 5.569 -5.221
H 3.210 5.056 -3.839
H 2.758 4.606 -5.507
C 6.086 2.466 -0.850
H 5.571 1.846 -0.107
H 6.809 3.120 -0.349
H 6.614 1.809 -1.553
C 4.620 4.948 -0.719
H 4.594 5.870 -1.323
H 5.428 5.054 0.024
H 3.663 4.882 -0.194
C 3.428 -1.576 2.450
C 2.844 -2.532 1.443
C 1.789 -3.366 2.116
O 2.365 -1.859 0.246
H 2.668 -0.910 2.876
H 4.223 -0.961 2.028
H 3.849 -2.123 3.311
H 3.625 -3.242 1.125
H 0.923 -2.790 2.454
H 1.443 -4.171 1.470
H 2.172 -3.854 3.027